Density functional theory data (the ωB97M-V functional and the def2-TZVPD basis) for C4H12ClO6S2 as an isolated structure.

```
25
Properties=species:S:1:pos:R:3:forces:R:3
H 1.21203 -0.17647 0.70371 0.90 -2.27 1.13
O 0.91430 -0.84940 -3.74636 -0.02 0.80 0.42
C 0.78676 -0.75961 1.52053 3.52 -1.91 0.63
O 2.38997 -0.68021 -1.86115 -0.57 -0.68 -0.31
S -1.75142 1.26408 1.02575 -0.11 0.58 -1.11
O 1.58837 1.24840 -2.73770 -1.52 0.55 -0.62
H -0.43777 -3.51874 -0.68551 -0.11 0.09 0.67
O -2.83145 1.32536 -0.04635 0.86 0.01 1.07
H -0.54589 3.01928 2.21839 0.86 -0.78 -0.02
C -0.00194 -2.52590 -0.57413 0.92 -0.66 0.08
S -0.64125 -1.69099 0.91797 -2.53 -3.22 3.11
H -0.41816 -0.43092 -0.21483 -0.90 2.53 1.17
H -0.60851 3.57157 0.57736 -0.62 -0.21 -0.41
C -1.16933 3.00977 1.32434 0.27 -0.58 1.45
C -0.25903 0.61558 0.04519 -3.55 6.74 1.24
Cl 1.20929 -0.12079 -2.52619 4.47 -1.20 -0.98
H 1.08281 -2.57501 -0.47916 0.06 -0.31 -0.10
H -0.18584 -1.93548 -1.47173 -0.41 -0.93 0.64
H -0.40200 1.23840 -0.83785 -0.47 0.55 0.80
O -1.03586 -2.75961 1.93318 1.14 0.58 -0.94
O 0.13813 -0.27704 -1.59413 1.13 -0.34 -6.33
H 1.69770 -1.31540 1.74273 -0.51 -1.16 0.90
H 0.57613 -0.06268 2.33172 -0.43 -0.37 0.01
H -1.96767 3.52603 1.85748 -0.74 0.28 -1.14
H 0.66072 0.85967 0.57678 -1.63 1.90 -1.36
```
Forces are in eV/Å.

HOMO level (eV): -5.208
Frontier orbital gap (eV): 8.1
Energy (eV): -50806.4657
Net charge: -1
Energy relative to the best compared isomer or geometry (same formula, charge and spin) (kJ/mol): 561.6